{"formula": "C32H47AsN5O3PtS", "method": "ωB97M-V/def2-TZVPD", "species": ["Pt", "N", "C", "C", "C", "C", "N", "C", "N", "N", "C", "O", "O", "H", "H", "H", "H", "H", "H", "H", "H", "H", "H", "H", "H", "H", "H", "C", "C", "C", "C", "C", "C", "As", "N", "C", "C", "C", "C", "C", "C", "C", "C", "C", "C", "C", "C", "C", "C", "C", "C", "C", "C", "H", "H", "H", "H", "H", "H", "H", "H", "H", "H", "H", "H", "H", "H", "H", "H", "H", "H", "H", "H", "H", "H", "H", "H", "H", "H", "H", "C", "S", "C", "O", "H", "H", "H", "H", "H", "H"], "positions_angstrom": [[-0.054642, -0.776045, -0.336977], [1.926869, -0.782788, -1.005631], [1.906458, -0.665812, -2.472428], [3.243812, -0.850077, -3.196137], [4.499363, -0.125023, -2.656525], [4.467135, 1.408089, -2.666638], [5.564029, 1.968431, -1.850660], [5.571078, 2.138458, -0.527534], [4.486970, 1.983069, 0.206229], [6.711312, 2.472399, 0.086643], [0.862180, -1.726855, -2.941174], [1.077511, -2.397196, -3.926435], [-0.160021, -1.775971, -2.157281], [2.661930, -0.239477, -0.561047], [2.084601, -1.758849, -0.732069], [1.466588, 0.305048, -2.706291], [3.073099, -0.556848, -4.232822], [3.467330, -1.917458, -3.212356], [5.341987, -0.446484, -3.270671], [4.716279, -0.453323, -1.634757], [3.514310, 1.794808, -2.313049], [4.608290, 1.782576, -3.678740], [6.458852, 2.015689, -2.310428], [3.588661, 1.823690, -0.207959], [4.490095, 2.131096, 1.212044], [7.571263, 2.585572, -0.419140], [6.729302, 2.627420, 1.080706], [-5.218400, -3.138653, 3.397881], [-4.387197, -2.035410, 2.803127], [-4.091179, -0.886517, 3.526672], [-3.321295, 0.137858, 2.992155], [-3.059606, 1.348478, 3.860274], [-2.822316, 0.025216, 1.678957], [-1.720170, 1.561199, 1.101541], [-0.118869, 0.574533, 1.109903], [0.987666, 0.995359, 1.801929], [2.127164, 0.159893, 1.900322], [3.280309, 0.581343, 2.540773], [3.358852, 1.842445, 3.123726], [2.231436, 2.658409, 3.085211], [1.070946, 2.251656, 2.445674], [-2.139931, 1.816937, -0.815888], [-1.175201, 2.178483, -1.756092], [0.190101, 2.638216, -1.344536], [-1.500343, 2.200514, -3.106841], [-2.789400, 1.946807, -3.550736], [-3.129165, 1.936872, -5.015529], [-3.774664, 1.775717, -2.587986], [-3.476632, 1.723114, -1.230919], [-4.623888, 1.589363, -0.256470], [-3.103117, -1.129539, 0.946956], [-2.587518, -1.395749, -0.441842], [-3.878969, -2.135943, 1.519055], [-5.772173, -2.787355, 4.267077], [-4.584931, -3.968071, 3.719224], [-5.930567, -3.528419, 2.670704], [-4.478708, -0.781103, 4.533693], [-3.545402, 1.232538, 4.827321], [-3.438575, 2.259793, 3.395772], [-1.990308, 1.487315, 4.030840], [2.062307, -0.843969, 1.503152], [4.122849, -0.097037, 2.610255], [4.254102, 2.162147, 3.640988], [2.254462, 3.627266, 3.570303], [0.205245, 2.902080, 2.436546], [0.157546, 3.158506, -0.385091], [0.590314, 3.322022, -2.096749], [0.853467, 1.785317, -1.234438], [-0.726659, 2.437585, -3.831917], [-2.230074, 1.893462, -5.628137], [-3.686219, 2.835982, -5.285474], [-3.753450, 1.078143, -5.261492], [-4.810295, 1.680496, -2.898343], [-5.473439, 2.167343, -0.619108], [-4.358914, 1.963399, 0.732149], [-4.948365, 0.553035, -0.148686], [-2.183462, -0.510681, -0.943157], [-3.373945, -1.779790, -1.092313], [-1.817524, -2.179432, -0.415210], [-4.090594, -3.025229, 0.931937], [1.087530, -4.933979, 2.404522], [0.627998, -4.463563, 0.724071], [-1.133031, -4.798100, 0.904833], [0.758534, -2.965944, 0.682175], [0.981504, -6.014550, 2.499100], [0.450740, -4.412091, 3.116964], [2.127526, -4.651512, 2.551874], [-1.261448, -5.826793, 1.239047], [-1.597197, -4.671035, -0.071735], [-1.552098, -4.092518, 1.623114]], "forces_ev_per_a": [[-0.25, 0.71, -2.24], [0.08, -0.34, 0.62], [-0.03, -0.02, -0.56], [0.23, 0.14, 0.28], [-0.44, -0.07, 0.07], [0.14, -0.33, 0.26], [-0.06, 0.01, -0.21], [0.03, -0.04, -0.23], [0.05, 0.15, -0.14], [0.13, 0.00, 0.06], [0.38, 0.32, 0.18], [-0.19, 0.09, -0.02], [-0.20, -0.62, 0.28], [-0.28, 0.15, 0.14], [0.24, 0.03, 0.02], [0.03, 0.11, -0.01], [-0.02, -0.11, -0.03], [0.02, -0.01, -0.11], [0.07, -0.06, 0.09], [-0.01, -0.06, 0.03], [-0.11, 0.16, 0.07], [-0.08, 0.11, 0.04], [0.02, 0.07, 0.01], [-0.20, 0.00, -0.02], [-0.22, -0.07, -0.04], [0.00, 0.00, -0.01], [0.00, 0.02, -0.07], [0.03, 0.03, -0.02], [-0.01, 0.03, 0.04], [0.01, -0.05, -0.07], [0.00, 0.08, -0.01], [0.01, -0.09, -0.10], [-0.04, 0.16, 0.08], [0.26, 0.01, 0.26], [0.34, 0.19, 0.33], [-0.40, 0.00, -0.22], [0.08, 0.04, -0.06], [-0.19, -0.07, 0.20], [0.18, -0.04, 0.04], [-0.27, -0.01, -0.16], [0.23, 0.18, 0.10], [-0.35, -0.12, 0.13], [-0.01, 0.11, -0.03], [0.12, 0.06, 0.05], [-0.01, -0.03, -0.03], [-0.02, 0.00, -0.02], [-0.02, 0.04, 0.08], [0.01, -0.02, 0.04], [-0.07, -0.12, 0.04], [0.06, -0.01, -0.13], [-0.06, -0.09, 0.01], [0.23, 0.02, 0.65], [0.03, -0.01, -0.04], [-0.01, -0.01, 0.00], [-0.01, -0.01, 0.01], [0.00, -0.01, 0.01], [0.00, 0.00, 0.00], [0.00, -0.01, 0.00], [0.02, 0.03, 0.03], [-0.01, 0.04, 0.02], [-0.04, -0.10, 0.11], [0.02, -0.05, 0.00], [0.01, -0.02, 0.13], [-0.02, -0.01, -0.03], [0.07, 0.03, 0.02], [0.08, 0.00, -0.01], [0.04, -0.05, 0.08], [0.31, -0.12, 0.11], [-0.02, 0.04, 0.03], [-0.01, 0.01, -0.02], [0.01, 0.00, -0.04], [0.00, -0.01, -0.02], [-0.01, -0.01, 0.00], [-0.01, 0.01, 0.01], [-0.12, 0.00, 0.01], [0.00, 0.01, 0.06], [-0.10, 0.29, -0.15], [0.17, 0.05, -0.20], [-0.14, -0.29, 0.07], [-0.04, 0.01, -0.01], [-0.05, -0.05, -0.19], [-0.15, -0.13, 0.42], [0.14, 0.01, -0.13], [0.41, -0.37, 0.08], [0.01, 0.01, 0.05], [-0.01, 0.03, -0.02], [0.01, 0.00, -0.04], [-0.02, -0.01, -0.01], [0.00, 0.02, 0.00], [0.04, 0.01, 0.02]], "spin_multiplicity": 1, "total_charge": 1, "de_lowest_kj_mol": 191.09, "lumo_energy_ev": -2.51}

{"formula": "C32H47N7O2S2", "method": "ωB97M-V/def2-TZVPD", "species": ["C", "S", "O", "C", "H", "H", "H", "H", "H", "H", "C", "S", "O", "C", "H", "H", "H", "H", "H", "H", "N", "C", "C", "C", "C", "H", "H", "H", "H", "H", "N", "C", "C", "C", "C", "H", "H", "H", "H", "H", "N", "C", "C", "C", "C", "H", "H", "H", "H", "H", "N", "C", "C", "C", "C", "H", "H", "H", "H", "H", "N", "C", "C", "C", "C", "H", "H", "H", "H", "H", "N", "C", "C", "C", "C", "H", "H", "H", "H", "H", "N", "C", "C", "C", "C", "H", "H", "H", "H", "H"], "positions_angstrom": [[-2.369337, -4.076578, -1.771021], [-3.950584, -3.322860, -1.699421], [-4.879392, -4.438060, -2.142174], [-3.902551, -3.310024, 0.139275], [-1.752053, -3.223815, -1.613931], [-2.180670, -4.501657, -2.759449], [-2.181128, -4.831065, -0.984242], [-3.932840, -4.367311, 0.528197], [-4.711351, -2.726332, 0.718890], [-2.950531, -2.871820, 0.492898], [2.976695, 1.416985, -1.576290], [2.668877, 3.148757, -1.811240], [1.509287, 3.316303, -2.747031], [2.022566, 3.378866, -0.190881], [3.624977, 1.309129, -0.698916], [3.426746, 0.905934, -2.448304], [2.059998, 0.889892, -1.166053], [1.211166, 2.685245, -0.166190], [1.678032, 4.401949, -0.164412], [2.758268, 3.132791, 0.545343], [-4.876739, 1.938206, 1.106713], [-4.736882, 0.628841, 0.853044], [-3.499738, 0.429485, 0.255461], [-2.874925, 1.718414, 0.166225], [-3.739779, 2.636385, 0.735669], [-5.561045, 2.188355, 1.759866], [-5.625027, 0.041308, 1.042900], [-3.192021, -0.508570, -0.101816], [-1.965693, 1.980793, -0.365250], [-3.705183, 3.707634, 0.764441], [-2.000091, 0.749388, -3.133770], [-0.854778, 1.264729, -3.840814], [-0.519730, 0.339708, -4.800367], [-1.512312, -0.678418, -4.840857], [-2.362175, -0.455720, -3.807903], [-2.299447, 1.150503, -2.248591], [-0.294426, 2.114401, -3.563995], [0.327636, 0.519236, -5.517528], [-1.608781, -1.610558, -5.470307], [-3.178573, -1.011040, -3.355351], [2.035508, 2.388605, -5.397153], [2.800905, 1.279607, -5.699726], [2.772055, 1.094485, -7.075844], [1.992141, 2.146513, -7.595661], [1.542403, 2.911850, -6.549991], [1.955233, 2.797899, -4.457105], [3.156425, 0.607914, -4.947571], [3.215256, 0.259581, -7.524257], [1.718954, 2.374100, -8.584654], [0.900601, 3.777464, -6.580510], [-2.101311, -1.124118, 5.234710], [-1.765723, -2.400430, 4.841061], [-1.469940, -2.380843, 3.502101], [-1.537990, -1.025844, 3.160753], [-1.955242, -0.249235, 4.170968], [-2.071823, -0.880627, 6.199284], [-1.668618, -3.148598, 5.666682], [-1.091996, -3.200932, 2.869451], [-1.557001, -0.648013, 2.172731], [-2.129881, 0.809161, 4.161856], [0.361450, -0.953767, -2.063676], [1.415369, -1.785622, -2.046834], [1.592051, -2.101729, -0.677212], [0.583880, -1.489685, 0.039847], [-0.169218, -0.725062, -0.834512], [-0.000931, -0.709969, -2.964634], [1.860381, -2.084761, -2.964428], [2.290323, -2.841910, -0.270417], [0.320373, -1.776829, 1.023429], [-1.072422, -0.078316, -0.724280], [1.320207, -1.054532, 4.781774], [2.296218, -1.902721, 5.094750], [2.829814, -1.522723, 6.302921], [2.223039, -0.309742, 6.658086], [1.311553, 0.005459, 5.699529], [0.781161, -1.017749, 3.904358], [2.344483, -2.796846, 4.490501], [3.565212, -2.028695, 6.915549], [2.380977, 0.284350, 7.513138], [0.804310, 0.875817, 5.449902], [4.258318, 1.431212, 3.372825], [3.304540, 2.319465, 3.878508], [2.073320, 2.078646, 3.345852], [2.260486, 0.971722, 2.449276], [3.588635, 0.539421, 2.513201], [5.278166, 1.328683, 3.518712], [3.589304, 3.007968, 4.696149], [1.177109, 2.574480, 3.535098], [1.483976, 0.513005, 1.789148], [4.161468, -0.197516, 1.883455]], "forces_ev_per_a": [[0.85, -0.50, 0.02], [-1.63, -2.10, 0.46], [0.29, 1.41, 0.49], [-0.71, 0.18, 1.90], [1.31, 0.53, 0.11], [-0.22, 0.18, 0.10], [-0.38, 0.36, -0.43], [-0.05, 0.91, -0.71], [0.92, -0.81, -1.48], [-0.26, -0.12, -0.40], [-0.62, -1.55, 0.94], [0.85, 0.09, -0.58], [-0.09, -0.11, 0.09], [-0.26, 0.36, -0.55], [0.45, 0.27, -0.33], [-0.42, 0.44, 0.43], [0.60, 0.54, -1.08], [-0.81, -0.35, 0.44], [-0.08, 0.23, 0.35], [0.41, 0.05, 0.54], [1.40, 0.62, -0.32], [0.57, -0.57, -0.71], [-1.27, 1.05, 0.52], [-0.63, 0.04, 0.06], [-0.29, -0.82, -0.33], [-0.96, 1.09, 0.66], [0.52, -0.55, 0.01], [0.61, -0.85, -0.45], [-0.01, -0.07, 0.38], [0.10, 0.13, 0.21], [2.13, -0.03, -2.43], [-1.70, -2.40, 0.68], [0.78, 1.28, -1.58], [-0.13, -1.71, -0.28], [-0.60, 1.66, 2.35], [-0.41, -0.49, -0.60], [0.15, 0.84, 0.52], [-1.11, -0.44, 0.83], [0.39, 1.47, 0.64], [0.13, -0.04, -0.52], [0.61, -0.33, 0.49], [-0.74, 0.39, -0.76], [-0.38, 0.83, 1.80], [-0.27, 0.16, 0.45], [0.20, -0.01, -0.05], [-0.26, -0.20, -0.48], [0.30, 0.03, 0.34], [0.51, -0.80, -0.90], [-0.09, -0.07, -1.14], [0.12, 0.02, 0.18], [0.30, 0.08, -0.30], [0.11, -0.48, 1.45], [0.70, -0.97, 0.54], [-0.59, 0.40, -2.42], [0.16, -0.74, 1.40], [-0.23, 0.30, 0.45], [-0.22, 0.55, -1.26], [-0.49, 0.52, 0.54], [0.44, 0.26, -0.96], [-0.19, 0.06, 0.38], [-0.14, 0.11, -0.88], [-0.08, -0.12, 2.72], [1.32, -1.52, -1.74], [-0.81, 0.48, 0.02], [-0.91, 0.26, -0.12], [-0.53, 0.79, -0.16], [0.46, -0.21, -0.29], [-0.24, 0.49, -0.27], [-0.03, 0.38, 0.99], [1.16, -0.91, 0.02], [-1.07, 2.71, -0.46], [-0.14, -1.59, 0.27], [0.78, -0.51, 0.25], [-0.45, 0.27, -0.25], [0.36, -2.34, -1.07], [0.57, -0.19, 0.85], [0.55, -0.09, 0.24], [-0.06, -0.10, -0.34], [0.43, 0.46, 0.82], [-1.01, 1.23, 0.01], [-0.88, -1.07, -0.73], [1.64, 0.53, 1.19], [2.05, -1.63, -1.18], [0.04, -0.98, -0.72], [-0.04, 1.14, -0.49], [-1.42, 0.59, 0.32], [-0.19, -0.46, -0.82], [-1.13, 0.75, 0.36], [0.82, 0.43, 0.75], [-0.87, 0.88, 1.00]], "spin_multiplicity": 1, "de_lowest_kj_mol": 243.33, "lumo_energy_ev": 0.36}